Computed, not measured: a structure of composition C21H29N10O2SSbTi, with ωB97M-V/def2-TZVPD.

Last column: Mulliken spin population.
CARTESIAN COORDINATES (ANGSTROEM)
Ti 0.13261 0.23714 -0.42446  0.966
C -1.85193 0.86997 -3.25782  0.013
C -0.83469 1.89853 -2.86211  0.013
C -0.46468 2.89840 -3.75371  -0.006
C 0.45554 3.85313 -3.38962  0.008
C 0.98660 3.82684 -2.10522  -0.003
C 0.60016 2.81624 -1.25693  0.002
N -0.27950 1.85967 -1.63737  0.008
Sb 1.30417 2.98036 0.80433  0.000
C 2.22044 1.06586 1.28428  0.032
C 3.35308 1.20383 2.05518  -0.016
C 4.01728 0.06046 2.47641  0.013
C 3.52766 -1.16058 2.07920  -0.007
C 2.37796 -1.24936 1.29900  0.032
C 1.92745 -2.60797 0.84822  -0.012
N 1.70467 -0.13674 0.93928  -0.002
C -0.57495 2.23592 1.57041  0.036
C -1.15756 2.88936 2.63356  -0.009
C -2.42990 2.50487 3.04673  0.013
C -3.08949 1.53990 2.32504  -0.010
C -2.47438 0.92723 1.23771  0.016
C -3.28600 -0.00276 0.38010  0.029
N -1.19755 1.21954 0.91685  -0.052
H -2.68791 1.35979 -3.75402  0.002
H -1.42158 0.15338 -3.95725  0.002
H -2.23069 0.31996 -2.40984  -0.005
H -0.91726 2.91063 -4.73713  0.000
H 0.75042 4.62667 -4.08852  0.000
H 1.67928 4.58673 -1.77469  0.000
H 3.72364 2.18831 2.31053  0.000
H 4.91418 0.12943 3.08191  0.001
H 4.03453 -2.07624 2.35894  0.000
H 2.73200 -3.32340 1.00366  -0.001
H 1.06377 -2.94686 1.41298  0.000
H 1.66507 -2.61591 -0.20562  0.013
H -0.63395 3.69733 3.12702  0.000
H -2.90599 2.98309 3.89632  0.000
H -4.10818 1.26166 2.57065  0.000
H -3.97917 0.59897 -0.21484  0.004
H -2.68602 -0.60044 -0.29190  -0.015
H -3.88738 -0.67782 0.99157  0.002
N -1.15918 -1.57874 2.81126  0.004
N -1.74905 -2.65221 2.14564  0.024
C -1.50509 -2.88350 0.81952  0.072
N -1.89030 -4.06954 0.34111  0.034
N -0.93761 -1.94532 0.11798  0.025
N -0.69245 -2.18456 -1.21869  0.453
O -0.11534 -1.04023 -1.70762  -0.020
O -0.73528 -3.22459 -1.92816  0.349
H -0.43008 -1.91051 3.42761  0.002
H -1.86103 -1.10577 3.36064  0.000
H -2.09868 -3.42050 2.68884  0.001
H -2.35521 -4.74225 0.92437  0.000
H -1.74704 -4.24884 -0.63949  -0.002
C 2.87509 -3.22387 -3.43357  0.000
N 2.34920 -1.94916 -2.94737  0.001
C 3.08459 -0.95639 -2.47528  0.006
N 4.40921 -1.13315 -2.45146  0.000
S 2.41741 0.55323 -1.95342  -0.018
H 2.03923 -3.90707 -3.56005  0.001
H 3.56401 -3.66341 -2.70828  0.000
H 3.38272 -3.11108 -4.39417  0.000
H 1.36348 -1.76320 -3.03489  0.001
H 4.85465 -1.89633 -2.93352  0.000
H 4.98086 -0.36532 -2.14694  0.000

- frontier orbital gap (alpha / beta) (eV) = 6.81 / 8.12
- energy above the lowest of the compared OMol25 structures with the same formula, charge and spin (kcal/mol) = 7.7
- total energy (eV) = -81717.74738
- lowest unoccupied orbital energy (alpha / beta) (eV) = -5.469 / -5.693
- spin multiplicity = 3
- ⟨S²⟩ = 2.013
- total charge = +2

Computed, not measured: a cluster of 2 separate species, C4H11NO in total, with ωB97M-V/def2-TZVPD.

Last column: natural (NBO) charge in e.
CARTESIAN COORDINATES (ANGSTROEM)
C 2.40402 -0.12505 0.44970  -0.642
C 1.94272 -0.07402 -1.04418  -0.220
N 1.19896 1.15518 -1.19258  -0.825
H 2.40010 0.82864 0.98937  0.214
H 3.48563 -0.45480 0.59434  0.217
H 1.67585 -0.69197 1.04180  0.203
H 1.34897 -0.98863 -1.13828  0.156
H 2.66369 0.02765 -1.80898  0.184
H 0.51348 1.00785 -0.48598  0.355
H 0.91611 1.14162 -2.19858  0.357
C -1.12276 -0.26609 1.51543  -0.512
C -2.03987 -0.73668 0.74003  0.154
O -2.60036 0.02914 -0.31801  -0.735
H -0.69589 -1.02984 2.05433  0.218
H -0.94644 0.78812 1.45944  0.223
H -2.48671 -1.73174 0.88947  0.165
H -3.56926 -0.00533 -0.47074  0.489

- frontier orbital gap (eV) = 9.80
- structure (SMILES) = C=CO.CCN
- energy above the lowest of the compared OMol25 structures with the same formula, charge and spin (kcal/mol) = 65.8
- total energy (eV) = -7861.69887
- lowest unoccupied orbital energy (eV) = 0.772
- spin multiplicity = 1
- total charge = 0

Computed, not measured: the molecule C4H8O3, with ωB97M-V/def2-TZVPD.

Last column: natural (NBO) charge in e.
CARTESIAN COORDINATES (ANGSTROEM)
C 1.32479 0.64747 0.27821  0.149
C 0.17718 -1.49574 -0.23082  -0.654
C 0.19853 -0.04968 0.16505  -0.158
C -1.12255 0.66497 0.41138  0.351
O 2.55551 0.10973 0.02843  -0.687
O -1.32504 1.67916 -0.54307  -0.712
O -2.20827 -0.20299 0.48450  -0.700
H 3.24095 0.75573 0.22026  0.485
H -1.28495 1.29868 -1.42979  0.460
H -2.27073 -0.71037 -0.33499  0.461
H 1.29352 1.69060 0.56688  0.175
H -1.10965 1.18972 1.37313  0.165
H -0.41628 -2.07153 0.47799  0.227
H 1.19404 -1.87549 -0.23930  0.238
H -0.24705 -1.63027 -1.22788  0.202

- frontier orbital gap (eV) = 9.30
- structure (SMILES) = C/C(=C\O)C(O)O
- energy above the lowest of the compared OMol25 structures with the same formula, charge and spin (kcal/mol) = 40.4
- total energy (eV) = -10419.25268
- lowest unoccupied orbital energy (eV) = 0.581
- spin multiplicity = 1
- total charge = 0

Computed, not measured: a structure of composition C2H2N4, with ωB97M-V/def2-TZVPD.

Last column: natural (NBO) charge in e.
CARTESIAN COORDINATES (ANGSTROEM)
C 1.33864 0.03626 0.33222  -0.082
C -0.09880 -1.07379 0.89932  -0.098
N 0.94039 1.16945 -0.39437  -0.052
N 1.43891 1.37635 0.71399  -0.060
N -1.29195 -0.96499 0.12838  -0.044
N -0.62457 -1.95921 -0.06399  -0.054
H 2.21613 -0.68197 0.24943  0.189
H 0.17760 -1.30369 1.95027  0.200

- frontier orbital gap (eV) = 10.02
- energy above the lowest of the compared OMol25 structures with the same formula, charge and spin (kcal/mol) = 131.1
- total energy (eV) = -8060.44727
- lowest unoccupied orbital energy (eV) = 0.045
- spin multiplicity = 1
- total charge = 0

Computed, not measured: the molecule C4H10N2O, with ωB97M-V/def2-TZVPD.

Last column: natural (NBO) charge in e.
CARTESIAN COORDINATES (ANGSTROEM)
C 1.93374 -0.84689 0.83026  -0.422
N 1.33417 -0.21671 -0.40804  -0.633
C -0.85236 -1.74201 0.19937  -0.640
C -0.11972 -0.58474 -0.53652  -0.143
C -0.89283 0.88565 -0.28234  0.675
N 0.00854 1.96355 -0.47033  -0.893
O -1.87768 0.91426 0.44546  -0.603
H 1.72241 -1.96336 0.81900  0.191
H 1.31985 -0.22943 1.68332  0.199
H 2.94246 -0.56617 0.79550  0.205
H 1.73075 -0.72100 -1.18178  0.359
H -0.91538 -1.37937 1.23291  0.224
H -1.92104 -2.05141 -0.08957  0.252
H -0.10958 -2.65483 0.08090  0.201
H -0.38250 -0.81020 -1.60582  0.206
H 0.98255 1.62153 -0.27711  0.427
H -0.16008 2.94023 -0.13708  0.395

- frontier orbital gap (eV) = 9.88
- structure (SMILES) = CN[C@@H](C)C(N)=O
- energy above the lowest of the compared OMol25 structures with the same formula, charge and spin (kcal/mol) = 64.5
- total energy (eV) = -9336.18889
- lowest unoccupied orbital energy (eV) = 0.827
- spin multiplicity = 1
- total charge = 0

Computed, not measured: a cluster of 3 separate species, C18H27N4O7 in total, with ωB97M-V/def2-TZVPD.

Last column: natural (NBO) charge in e.
CARTESIAN COORDINATES (ANGSTROEM)
N -0.66149 1.86526 -0.22059  -0.767
C -0.86603 0.97174 0.75216  0.583
N -1.93890 0.15120 1.02363  -0.463
C -1.50116 -0.52261 2.15946  0.273
N -0.26908 -0.08217 2.54280  -0.147
C 0.51023 -0.59021 3.70955  -0.328
C 0.64125 -2.16846 3.46584  0.572
O 0.39767 -2.96379 4.32379  -0.445
C 1.06956 -2.55366 2.00341  -0.161
C 0.16546 -3.12524 1.02476  -0.217
C 0.64459 -3.41222 -0.33212  -0.196
C 2.02586 -3.09492 -0.67129  -0.195
C 2.94522 -2.53669 0.33195  -0.193
C 2.47956 -2.25317 1.67682  -0.232
N 0.16505 0.85481 1.67509  -0.369
H 0.19587 2.39912 -0.29740  0.424
H -1.42414 2.07215 -0.85976  0.440
H -2.10428 -1.31232 2.66367  0.270
H 0.03136 -0.34179 4.68409  0.270
H 1.54721 -0.17179 3.59394  0.244
H -0.88302 -3.31855 1.33964  0.225
H -0.07563 -3.83845 -1.07222  0.242
H 2.36060 -3.28863 -1.71174  0.242
H 3.99547 -2.28786 0.06557  0.247
H 3.15269 -1.80898 2.45335  0.227
H 1.07462 1.29928 1.75865  0.453
C -7.85966 3.62639 0.43626  -0.639
C -8.56272 2.30612 0.68008  -0.073
O -7.77991 1.20640 0.19164  -0.489
C -6.76976 0.82686 0.97574  0.982
O -6.47166 1.30882 2.03952  -0.650
O -6.12274 -0.17609 0.36351  -0.493
C -4.96276 -0.62066 1.06049  -0.266
H -7.58932 3.72775 -0.61702  0.211
H -8.50021 4.46217 0.72064  0.224
H -6.93434 3.69166 1.01127  0.218
H -9.50267 2.28649 0.12793  0.197
H -8.80541 2.16797 1.73533  0.198
H -5.19511 -0.86756 2.09843  0.192
H -4.18834 0.13942 1.01225  0.195
H -4.59956 -1.52050 0.56480  0.190
C 8.07640 -0.54423 -3.65486  -0.640
C 7.75778 0.57575 -2.68485  -0.072
O 6.67276 1.38332 -3.16690  -0.486
C 5.45388 0.87227 -2.99463  0.985
O 5.18863 -0.18100 -2.46963  -0.660
O 4.56751 1.72406 -3.53000  -0.491
C 3.22206 1.25717 -3.49451  -0.255
H 8.25139 -0.14563 -4.65608  0.218
H 8.96148 -1.09362 -3.33145  0.224
H 7.24514 -1.24695 -3.73199  0.221
H 8.62012 1.23700 -2.59582  0.198
H 7.53967 0.19349 -1.68561  0.190
H 2.93143 0.96123 -2.48490  0.178
H 3.09787 0.42405 -4.18778  0.197
H 2.57953 2.07580 -3.81491  0.195

- frontier orbital gap (eV) = 8.96
- energy above the lowest of the compared OMol25 structures with the same formula, charge and spin (kcal/mol) = 31.2
- total energy (eV) = -39388.89367
- lowest unoccupied orbital energy (eV) = -3.478
- spin multiplicity = 1
- total charge = +1

Computed, not measured: a cluster of 2 separate species, C3H4O3S in total, with ωB97M-V/def2-TZVPD.

Last column: natural (NBO) charge in e.
CARTESIAN COORDINATES (ANGSTROEM)
C -1.83445 0.33407 -0.59459  -0.551
C -0.85297 -0.27720 0.45743  -0.504
C -0.62303 1.00446 -0.16174  0.588
O 2.27133 -0.96073 1.02833  -0.836
O 0.17645 1.82848 -0.46077  -0.492
O 3.71504 -0.57006 -0.91838  -0.819
S 3.50239 -0.45919 0.49390  1.656
H -2.12298 0.03709 -1.59560  0.244
H -2.73936 0.44263 -0.01358  0.238
H -1.23027 -0.23012 1.50212  0.234
H -0.26216 -1.14943 0.26286  0.243

- frontier orbital gap (eV) = 8.30
- energy above the lowest of the compared OMol25 structures with the same formula, charge and spin (kcal/mol) = 80.0
- total energy (eV) = -20150.90478
- lowest unoccupied orbital energy (eV) = -1.080
- spin multiplicity = 1
- total charge = 0

Computed, not measured: the molecule C2H5BO, with ωB97M-V/def2-TZVPD.

Last column: natural (NBO) charge in e.
CARTESIAN COORDINATES (ANGSTROEM)
B -1.70993 0.07935 -0.00007  1.064
C -0.09767 0.59540 -0.00573  -0.761
C 0.95714 -0.51549 0.03955  -0.605
O -2.87533 -0.24681 -0.05596  -0.833
H -0.01138 1.15858 -0.93573  0.244
H 0.03650 1.30149 0.80979  0.246
H 1.68708 -0.36892 -0.75473  0.215
H 1.48994 -0.49936 0.98742  0.215
H 0.52366 -1.50423 -0.08454  0.216

- frontier orbital gap (eV) = 12.71
- structure (SMILES) = CCB=O
- energy above the lowest of the compared OMol25 structures with the same formula, charge and spin (kcal/mol) = 0.0
- total energy (eV) = -4879.93746
- lowest unoccupied orbital energy (eV) = 0.566
- spin multiplicity = 1
- total charge = 0